1.
# C18H25N3O3STi

A molecular structure, C18H25N3O3STi (ωB97M-V/def2-TZVPD, the OMol25 dataset).

CARTESIAN COORDINATES (ANGSTROEM)
Ti 0.18417 -0.36718 -0.58360
C 4.15373 1.73830 0.35902
C 5.08585 0.71523 0.39282
C 4.64885 -0.59167 0.29379
C 3.28987 -0.84860 0.15692
N 2.38949 0.14339 0.13392
C 2.81942 1.40028 0.22859
C 2.73106 -2.21171 0.04196
C 3.50274 -3.36592 0.07936
C 2.87755 -4.59521 -0.02450
C 1.49905 -4.64028 -0.15753
C 0.80324 -3.44488 -0.19003
N 1.40256 -2.26173 -0.09877
H 4.44936 2.77505 0.43114
H 6.14100 0.93217 0.49489
H 5.36094 -1.40283 0.31594
H 2.04340 2.15106 0.20262
H 4.57596 -3.31229 0.18645
H 3.45951 -5.50707 0.00049
H 0.97099 -5.57932 -0.23893
H -0.27222 -3.40142 -0.29166
O -0.13804 1.71214 0.27538
S -0.93759 2.67639 -0.58516
C -2.46264 2.99368 0.36467
C -2.55584 4.49441 0.59716
C -1.13183 4.94658 0.90774
C -0.26969 4.33287 -0.18741
H -2.30418 2.44497 1.29450
H -3.30574 2.55927 -0.16604
H -3.25248 4.72169 1.40432
H -2.92055 4.99829 -0.30167
H -0.82483 4.56651 1.88406
H -1.03630 6.03240 0.92507
H 0.77151 4.17710 0.08935
H -0.30533 4.91292 -1.11039
O 0.54113 -0.83490 -2.36381
O -0.01020 0.50721 -2.24731
C -2.73856 -2.27738 -1.47324
C -2.59766 -1.54768 -0.12964
C -3.57949 -0.36760 -0.11542
C -2.95498 -2.50063 1.01851
N -1.25660 -1.05754 0.02945
H -3.77513 -2.57598 -1.65515
H -2.11944 -3.17720 -1.49326
H -2.39935 -1.62506 -2.27930
H -4.61499 -0.70640 -0.21170
H -3.34918 0.29921 -0.95014
H -3.47632 0.18356 0.82166
H -3.97527 -2.88124 0.91606
H -2.86625 -1.98096 1.97429
H -2.27066 -3.35199 1.03456

Forces on atoms 1 to 3 (eV/Å):
0.170 0.411 -0.336
0.077 -0.070 -0.003
-0.014 0.100 0.015

Computed properties:
Energy relative to the best compared isomer or geometry (same formula, charge and spin) (kcal/mol): 11.98
Electronic energy (eV): -63634.4341
HOMO (eV): -6.45
LUMO energy (eV): -0.33

***

2.
# C32H34FeN6O4Se

A molecular structure, C32H34FeN6O4Se at a distorted geometry (ωB97M-V/def2-TZVPD, the OMol25 dataset).

CARTESIAN COORDINATES (ANGSTROEM)
Fe 0.35773 0.64107 2.07921
O 4.33253 0.25517 6.43261
C 3.15433 0.25297 7.01971
O 3.02663 0.21477 8.22021
C 1.94723 0.32697 6.14461
C 0.64843 0.38507 6.62671
N -0.16917 0.50637 5.57181
N 0.50543 0.53177 4.42541
C 1.79443 0.40977 4.73911
C 2.77633 0.31017 3.60751
O 3.98463 0.27537 3.83851
O 2.23093 0.25807 2.45961
H 4.29603 0.26867 5.42591
H 0.30373 0.34307 7.63971
H -1.17717 0.56417 5.56661
C -0.78977 -5.12283 2.23571
C -2.07427 -4.59653 2.24471
C -2.27837 -3.23413 2.24911
C -1.17667 -2.35573 2.24971
C 0.11983 -2.90193 2.24131
C 0.30423 -4.26433 2.23351
N -1.30717 -1.00693 2.25281
N -2.49987 -0.46873 2.25651
C -2.53317 0.87127 2.20961
C -3.74377 1.58377 2.27261
C -3.73307 2.96207 2.29171
C -2.53667 3.66897 2.25121
C -1.33277 2.96957 2.16421
C -1.31577 1.59777 2.11881
H -0.63607 -6.19173 2.23401
H -2.92337 -5.26383 2.25021
H -3.27037 -2.81013 2.25861
H 0.96373 -2.21873 2.24161
H 1.30523 -4.67113 2.22951
H -4.67027 1.02857 2.31971
H -4.66587 3.50517 2.34821
H -2.53477 4.74807 2.29101
H -0.39637 3.52187 2.12211
C -2.95857 1.42697 -2.46359
C -3.43947 0.13217 -1.81339
C -2.97607 -1.13513 -2.53659
C -1.53207 -1.55513 -2.26169
N -0.55337 -0.63863 -2.78589
C 0.28843 0.12737 -2.04549
Se 0.48973 -0.06813 -0.20659
N 1.02233 0.90227 -2.88819
C 1.98893 1.90407 -2.49439
C 3.25543 1.31847 -1.86229
C 4.01013 0.33797 -2.75839
C 4.75763 1.01777 -3.90049
C 0.68013 0.58827 -4.18709
C 1.14953 1.03167 -5.41439
C 0.61563 0.45277 -6.55249
C -0.36037 -0.53623 -6.47809
C -0.84987 -0.97353 -5.26279
C -0.32117 -0.39773 -4.11599
H -3.54607 2.26457 -2.09469
H -3.07167 1.37957 -3.54639
H -1.91577 1.62397 -2.22819
H -4.53167 0.12817 -1.82359
H -3.12207 0.10297 -0.76859
H -3.12827 -1.00443 -3.61009
H -3.59947 -1.96953 -2.21039
H -1.34707 -2.53843 -2.70309
H -1.36857 -1.62103 -1.18359
H 1.50993 2.57537 -1.77189
H 2.23823 2.47447 -3.39059
H 2.97733 0.81427 -0.93519
H 3.90993 2.15087 -1.60029
H 3.31393 -0.40433 -3.15739
H 4.72973 -0.19463 -2.13369
H 4.07323 1.47227 -4.61189
H 5.36043 0.28827 -4.43459
H 5.41773 1.79057 -3.51319
H 1.90893 1.79117 -5.49839
H 0.97273 0.76537 -7.52029
H -0.73697 -0.97383 -7.38869
H -1.59807 -1.74503 -5.21099

Forces on atoms 1 to 3 (eV/Å):
0.578 -0.784 1.236
0.315 -0.045 -0.199
-0.256 0.010 0.043

Computed properties:
Energy relative to the best compared isomer or geometry (same formula, charge and spin) (kcal/mol): 0.00
Electronic energy (eV): -150600.5277
HOMO (alpha / beta) (eV): -7.33 / -7.95
LUMO energy (alpha / beta) (eV): -1.11 / -1.19
2S+1: 5

***

3.
# C14H16F3N4PdS2

A molecular structure, C14H16F3N4PdS2 at a distorted geometry (ωB97M-V/def2-TZVPD, the OMol25 dataset).

CARTESIAN COORDINATES (ANGSTROEM)
Pd -1.08567 -1.90551 0.85236
N -1.76815 -4.10818 1.51863
N -0.64926 -4.90698 1.72843
C 0.55367 -4.38443 2.03876
N 1.54044 -5.27095 2.20391
S 0.82024 -2.73744 2.25117
H -2.36640 -4.13010 2.33324
H -2.26809 -4.44896 0.70904
H -0.75766 -5.90161 1.63305
H 1.43124 -6.25686 2.03099
H 2.45617 -4.92051 2.42088
N -0.73137 0.20607 1.04504
S 0.54855 0.73903 0.20023
C 0.87207 2.38543 0.84756
C 1.45190 3.36056 0.04449
C 1.69076 4.61575 0.58432
C 1.35829 4.88258 1.90654
C 0.81239 3.88748 2.70601
C 0.56876 2.62435 2.18104
C 0.05069 1.15665 -1.45170
C 0.74502 0.56844 -2.49675
C 0.32004 0.80042 -3.79966
C -0.79324 1.59434 -4.03064
C -1.47350 2.18651 -2.96770
C -1.04731 1.97792 -1.66911
H -1.55924 0.75643 0.83519
H 1.71059 3.14928 -0.98618
H 2.13574 5.38782 -0.03320
H 1.52996 5.87120 2.31559
H 0.57562 4.09148 3.74341
H 0.14609 1.83785 2.79159
H 1.59429 -0.07521 -2.29537
H 0.85079 0.34776 -4.62845
H -1.14029 1.75206 -5.04405
H -2.33898 2.81029 -3.15562
H -1.55759 2.46167 -0.84334
F -1.50494 -3.75701 -1.22621
C -1.09130 -2.50462 -1.03539
F 0.18151 -2.43686 -1.43879
F -1.81179 -1.70613 -1.81927

Forces on atoms 1 to 3 (eV/Å):
-0.366 -1.004 0.104
0.168 0.647 -0.450
0.099 -0.198 -0.092

Computed properties:
Energy relative to the best compared isomer or geometry (same formula, charge and spin) (kcal/mol): 12.85
Electronic energy (eV): -54033.5027
HOMO (alpha / beta) (eV): -10.93 / -10.92
LUMO energy (alpha / beta) (eV): -3.65 / -3.64
Charge: +1

***

4.
# C5H6O2

A single C5H6O2 molecule at a distorted geometry (ωB97M-V/def2-TZVPD, the OMol25 dataset).

CARTESIAN COORDINATES (ANGSTROEM)
C 0.78145 -0.81250 1.64777
C 0.15345 -0.40150 0.55197
C 0.63373 -0.63426 -0.82371
O 0.36801 0.51066 -1.60109
C -0.66230 1.24384 -0.95057
C -1.07446 0.42776 0.29068
O -2.10052 0.55129 0.90897
H 0.30840 -1.14374 2.55946
H 1.86264 -0.86829 1.57849
H 1.62465 -1.02733 -1.06922
H -0.12728 -1.48613 -0.83513
H -0.28098 2.22198 -0.61166
H -1.48679 1.41821 -1.64597

Forces on atoms 1 to 3 (eV/Å):
0.013 -0.052 0.066
0.472 0.558 0.634
-0.266 -0.580 0.207

Computed properties:
Energy relative to the best compared isomer or geometry (same formula, charge and spin) (kcal/mol): 57.37
Electronic energy (eV): -9374.6077
HOMO (eV): -9.45
LUMO energy (eV): 0.14
SMILES string: C=C1COCC1=O

***

5.
# C12H30MnO6

A molecular structure, C12H30MnO6 at a distorted geometry (ωB97M-V/def2-TZVPD, the OMol25 dataset).

CARTESIAN COORDINATES (ANGSTROEM)
Mn 0.03191 0.23021 -0.10901
C -2.30530 1.20332 -3.75634
C -1.08832 0.57096 -3.10419
O -0.78244 1.08338 -1.86708
H -2.22377 2.28700 -3.82493
H -3.22279 0.85759 -3.27494
H -2.37911 0.85994 -4.79824
H -0.25694 0.63328 -3.84160
H -1.25175 -0.53120 -3.04842
C 0.33394 2.78954 3.09726
C -0.82442 2.37546 2.18373
O -0.47081 2.07847 0.89648
H 1.10913 2.01407 3.17676
H 0.02027 3.06325 4.10583
H 0.91183 3.60548 2.63689
H -1.64044 3.11481 2.19181
H -1.25702 1.50876 2.74800
C 1.71198 -1.28912 2.28643
O 0.50893 -1.05067 1.59301
C -0.54626 -1.89662 2.04449
C -1.87567 -1.25280 1.72554
O -1.84360 -0.70671 0.40817
C -3.12886 -0.61371 -0.17926
H 2.52331 -0.66949 1.91651
H 2.03677 -2.33312 2.20958
H 1.58022 -1.06462 3.35002
H -0.48321 -1.91277 3.14058
H -0.44857 -2.92045 1.67689
H -2.16225 -0.46324 2.42638
H -2.66504 -2.01052 1.79561
H -3.65263 -1.57644 -0.11296
H -3.00163 -0.36618 -1.22780
H -3.76229 0.10781 0.33996
C 0.22035 -2.63317 -1.73815
O 0.69895 -1.38136 -1.25714
C 2.10541 -1.24618 -1.52469
C 2.56793 0.17819 -1.38025
O 2.03418 0.73089 -0.17832
C 2.80028 1.80778 0.33587
H -0.65315 -2.90944 -1.14818
H 0.98691 -3.39529 -1.58286
H -0.07953 -2.56527 -2.78288
H 2.36749 -1.53648 -2.54795
H 2.59323 -1.93465 -0.82204
H 2.15251 0.74859 -2.21812
H 3.65971 0.14010 -1.37451
H 3.72030 1.43438 0.80648
H 2.18634 2.34499 1.05286
H 3.14394 2.49123 -0.44529

Forces on atoms 1 to 3 (eV/Å):
-2.566 3.570 -0.371
-0.105 -0.490 -0.741
0.559 -0.386 0.396

Computed properties:
Energy relative to the best compared isomer or geometry (same formula, charge and spin) (kcal/mol): 31.29
Electronic energy (eV): -56532.6746
HOMO (alpha / beta) (eV): -6.47 / -6.87
LUMO energy (alpha / beta) (eV): 0.26 / 0.26
2S+1: 6

***

6.
# C23H37NO3S

4 unconnected molecules or ions with the total composition C23H37NO3S (ωB97M-V/def2-TZVPD, the OMol25 dataset).

CARTESIAN COORDINATES (ANGSTROEM)
C -3.04637 0.72527 0.34998
C -1.66347 0.06788 0.52498
C -0.83546 -0.03280 -0.73206
C -1.43127 -0.30801 -1.96385
C -0.68305 -0.43092 -3.12023
C 0.69049 -0.26352 -3.08193
C 1.29872 -0.00243 -1.86314
C 0.54934 0.09500 -0.69359
N 1.22780 0.32878 0.55332
C 2.13028 1.44259 0.46740
C 2.09455 2.46474 1.41176
C 2.99971 3.50931 1.33003
C 3.94026 3.55866 0.30919
C 3.96430 2.55928 -0.65144
C 3.05543 1.51010 -0.56561
S 3.05003 0.20697 -1.76091
H -3.85147 0.01196 0.51184
H -3.16547 1.15213 -0.64461
H -3.16373 1.54699 1.05469
H -1.77666 -0.92987 0.95450
H -1.07930 0.63167 1.25071
H -2.50706 -0.42415 -2.01071
H -1.16338 -0.63727 -4.06773
H 1.28201 -0.32487 -3.98504
H 1.78165 -0.49835 0.76808
H 1.36246 2.41512 2.20639
H 2.96187 4.29740 2.07123
H 4.66163 4.36188 0.25050
H 4.68532 2.56232 -1.45711
C -7.06434 -1.54379 2.38273
C -7.21930 -0.38986 1.40503
C -8.64707 -0.25766 0.89977
O -6.30673 -0.52621 0.31584
H -7.31585 -2.48929 1.89432
H -6.03500 -1.61346 2.73374
H -7.72080 -1.42131 3.24529
H -6.92238 0.53997 1.89356
H -8.94519 -1.16697 0.37016
H -8.73249 0.57925 0.20690
H -9.34450 -0.10145 1.72363
H -6.52507 -1.34199 -0.14893
C -1.30291 -3.88503 0.62140
C -2.61721 -4.51305 0.18898
C -2.60106 -4.90076 -1.28119
O -3.70743 -3.63296 0.46901
H -1.12782 -2.97121 0.04449
H -1.33658 -3.61483 1.67716
H -0.45898 -4.55677 0.45936
H -2.81631 -5.39905 0.79435
H -2.44297 -4.01396 -1.90196
H -3.55133 -5.35039 -1.56911
H -1.80029 -5.61003 -1.49449
H -3.56730 -2.82329 -0.03592
C 9.30084 3.50129 0.17402
C 7.96383 2.78220 0.09651
C 8.11604 1.34173 -0.36498
O 7.05629 3.48781 -0.75062
H 9.77152 3.53075 -0.81283
H 9.16488 4.52809 0.51300
H 9.98183 2.99507 0.85911
H 7.48674 2.79701 1.07810
H 8.55237 1.31038 -1.36756
H 7.14458 0.84845 -0.40406
H 8.76617 0.77833 0.30536
H 7.43464 3.50712 -1.63684

Forces on atoms 1 to 3 (eV/Å):
0.200 -0.124 -0.027
0.048 0.386 0.087
-0.250 -0.184 -0.089

Computed properties:
Energy relative to the best compared isomer or geometry (same formula, charge and spin) (kcal/mol): 0.00
Electronic energy (eV): -42919.3343
HOMO (eV): -8.09
LUMO energy (eV): 0.75
SMILES string: CCc1cccc2c1Nc1ccccc1S2.CC(C)O.CC(C)O.CC(C)O

***

7.
# C37H58F6N5O7S2Tc

A molecular structure, C37H58F6N5O7S2Tc (ωB97M-V/def2-TZVPD, the OMol25 dataset).

CARTESIAN COORDINATES (ANGSTROEM)
Tc -0.31738 0.03605 0.32181
C -1.76216 -2.36398 -1.55674
N -0.41485 -1.76249 -1.46498
C -0.04882 -1.36728 -2.83490
C 0.58227 -2.74390 -0.96840
C 1.66563 -2.01018 -0.22173
N 1.14808 -1.30215 0.98924
C 2.33418 -0.57368 1.56302
C 2.03852 0.28551 2.75885
C 2.98046 0.31973 3.77837
C 2.78957 1.08225 4.91844
C 1.60007 1.80170 5.00565
C 0.61624 1.79155 4.02129
C 0.86394 1.01697 2.88434
O -0.14798 0.92663 1.96183
C -0.71263 2.53959 4.21868
C -1.00843 3.48344 3.03994
C -0.69436 3.39242 5.48808
C -1.84693 1.50596 4.36025
C 3.84422 1.08780 6.02461
C 4.09624 -0.35279 6.49522
C 3.40480 1.91619 7.23118
C 5.14838 1.67928 5.47052
C 0.66608 -2.22270 2.07358
C -0.71259 -2.82460 2.07674
C -0.83780 -4.09729 2.60932
C -2.08406 -4.65489 2.87142
C -3.19016 -3.85480 2.62136
C -3.12600 -2.57504 2.06424
C -1.85507 -2.09423 1.75459
O -1.71933 -0.94162 1.04775
C -4.46038 -1.82374 1.87772
C -4.36138 -0.45449 1.19509
C -5.41696 -2.68239 1.03605
C -5.05985 -1.59550 3.27441
C -2.19469 -6.04807 3.49168
C -1.27792 -7.03140 2.75356
C -1.76519 -5.95700 4.96474
C -3.62582 -6.58538 3.43094
H -1.75899 -3.14123 -2.32728
H -2.48423 -1.59757 -1.83522
H -2.06576 -2.80734 -0.61675
H -0.11888 -2.22397 -3.51326
H 0.96522 -0.98755 -2.87033
H -0.73553 -0.60489 -3.18439
H 1.03500 -3.25475 -1.82336
H 0.11852 -3.50561 -0.34241
H 2.09800 -1.26910 -0.89987
H 2.48098 -2.66011 0.10597
H 2.76934 0.01254 0.75720
H 3.07693 -1.32625 1.83734
H 3.88716 -0.26479 3.66041
H 1.42537 2.39540 5.88824
H -0.19351 4.19930 2.90667
H -1.92160 4.04469 3.25119
H -1.14938 2.94630 2.10467
H 0.12242 4.11717 5.47787
H -0.61321 2.78448 6.39133
H -1.63091 3.94816 5.55251
H -1.98183 0.93158 3.44288
H -2.78693 2.01522 4.58831
H -1.63114 0.81102 5.17533
H 3.16331 -0.82494 6.81120
H 4.78385 -0.35485 7.34325
H 4.53966 -0.96515 5.70784
H 2.48914 1.52390 7.67982
H 3.24486 2.96409 6.96840
H 4.18603 1.88402 7.99195
H 5.54027 1.08356 4.64367
H 5.90960 1.71258 6.25300
H 4.98754 2.69594 5.10604
H 0.74416 -1.62806 2.98484
H 1.40817 -3.02247 2.14824
H 0.06384 -4.64999 2.85147
H -4.16836 -4.24381 2.86432
H -3.95371 -0.52470 0.18617
H -3.74685 0.24598 1.76128
H -5.37109 -0.04309 1.12454
H -5.00638 -2.85431 0.03753
H -6.37285 -2.16676 0.92457
H -5.61619 -3.65322 1.48868
H -4.39035 -0.98351 3.88301
H -5.23413 -2.53416 3.80174
H -6.01632 -1.07509 3.18791
H -0.22237 -6.78354 2.87554
H -1.50642 -7.05110 1.68553
H -1.42214 -8.03831 3.14879
H -0.73714 -5.59997 5.05624
H -1.82803 -6.93861 5.43984
H -2.41259 -5.26930 5.51241
H -4.00493 -6.60540 2.40632
H -4.31031 -5.99800 4.04576
H -3.64425 -7.60627 3.81505
F 1.41737 4.56090 -0.03846
C 1.93030 3.93357 -1.08611
F 1.03980 3.92968 -2.07783
F 3.03400 4.52708 -1.48494
S 2.34013 2.20142 -0.56768
O 0.98519 1.58202 -0.43175
O 3.03696 2.32406 0.66606
N 3.23125 1.55171 -1.65720
S 2.90262 1.56733 -3.22467
O 1.48756 1.42342 -3.48742
O 3.61468 2.57909 -3.92843
C 3.67126 -0.07135 -3.70543
F 2.79607 -0.72874 -4.46709
F 3.93525 -0.82131 -2.63500
F 4.77886 0.13452 -4.38394
N -3.13767 2.75414 -1.40301
C -1.98370 2.08180 -1.37745
N -1.14497 2.19886 -2.40567
O -1.77153 1.35293 -0.35774
H -3.39766 3.35521 -2.16415
H -3.77397 2.63132 -0.63418
H -1.29202 2.91883 -3.09410
H -0.19251 1.86821 -2.33392

Forces on atoms 1 to 3 (eV/Å):
-0.143 0.018 0.077
-0.001 -0.072 0.018
-0.191 0.456 0.527

Computed properties:
Energy relative to the best compared isomer or geometry (same formula, charge and spin) (kcal/mol): 21.54
Electronic energy (eV): -101264.0850
HOMO (alpha / beta) (eV): -10.60 / -10.58
LUMO energy (alpha / beta) (eV): -2.53 / -4.02
Charge: +1
2S+1: 4